Formula: C41H51Cl5GeN5S3SeTa
Source: the Open Molecules 2025 dataset
Level of theory: wB97M-V/def2-TZVPD

Summary:
Orbital gap: 6.068 eV
Total charge: +2

Each line ends with the Mulliken charge.
Cartesian coordinates (Å):
Ta 0.1916 -0.0478 0.0480  -0.262
C -0.5392 1.4600 3.9916  -0.761
C -1.6176 0.7938 3.2077  -0.049
N -1.5096 0.1248 2.0809  1.187
C -2.7441 -0.3402 1.6827  -1.239
C -3.7772 -0.0350 2.5087  -0.296
S -3.2069 0.8642 3.8239  -0.213
C -2.8841 -1.1085 0.4564  -0.519
C -4.0507 -1.6637 0.0531  -0.148
S -3.8126 -2.5382 -1.3753  -0.237
C -2.1592 -2.1529 -1.3774  0.483
N -1.7929 -1.3658 -0.3687  0.972
C -1.3699 -2.7951 -2.4740  -1.413
H -0.1202 2.2995 3.4371  0.000
H 0.2585 0.7607 4.2334  -0.027
H -0.9447 1.8401 4.9278  0.822
H -4.8211 -0.2780 2.3948  0.449
H -5.0133 -1.6047 0.5338  0.478
H -2.0276 -2.9698 -3.3253  0.712
H -1.0025 -3.7679 -2.1460  0.267
H -0.5291 -2.1985 -2.7970  -0.150
Cl 3.1651 2.1855 -1.4681  -0.097
C 2.9387 0.5358 -1.8791  1.427
C 1.9470 -0.2325 -1.2591  -0.527
C 1.9961 -1.5785 -1.5754  0.373
Cl 0.8939 -2.5396 -0.6132  -0.016
C 2.8395 -2.1987 -2.4716  -0.631
Cl 2.7444 -3.8835 -2.7458  -0.153
C 3.7643 -1.3857 -3.1238  0.757
Cl 4.8266 -2.0663 -4.2674  -0.138
C 3.8255 -0.0241 -2.8058  -0.394
Cl 5.0074 0.9513 -3.5610  -0.140
C 4.3826 -0.7598 0.7301  -0.700
C 4.3900 -1.6942 1.9334  -0.026
C 4.9083 -0.9713 3.1889  -1.502
C 3.1526 -2.5768 2.1785  0.601
C 3.4817 -3.8753 2.5814  -1.206
C 2.5353 -4.8335 2.8805  -1.688
C 1.1974 -4.5119 2.7662  -0.532
C 0.8029 -3.2455 2.3587  0.489
C -0.6764 -2.9550 2.2624  1.565
C -1.2700 -2.7310 3.6536  -1.502
C -1.4531 -4.0266 1.4961  -1.706
C 1.7792 -2.2775 2.0778  -0.337
N 1.3424 -0.9225 1.6873  1.389
C 1.8651 0.0054 2.4711  -1.852
C 1.7994 1.3251 2.1098  0.293
C 2.2051 2.4570 2.7975  -1.784
C 1.7505 3.5283 2.0599  -1.434
C 1.0868 3.0548 0.9126  -0.506
N 1.1010 1.6699 0.9344  1.482
C 0.5489 4.1011 -0.0755  2.204
C 0.1045 3.6403 -1.4720  -0.368
C 1.6513 5.1685 -0.2905  -1.701
C -0.6308 4.8095 0.6204  -1.663
H 5.3895 -0.3603 0.5921  0.629
H 3.7166 0.0958 0.8495  0.078
H 4.1151 -1.2976 -0.1816  -0.059
H 5.1597 -2.4328 1.7077  0.880
H 4.4065 -0.0195 3.3701  0.274
H 5.9655 -0.7369 3.0568  0.477
H 4.8147 -1.5942 4.0798  0.333
H 4.5302 -4.1339 2.6636  0.529
H 2.8403 -5.8233 3.1930  0.409
H 0.4440 -5.2546 2.9976  0.433
H -0.7877 -2.0252 1.7142  -0.050
H -1.1908 -3.6406 4.2519  0.383
H -2.3273 -2.4610 3.5895  0.399
H -0.7386 -1.9399 4.1882  0.321
H -1.5058 -4.9647 2.0494  0.543
H -0.9963 -4.2467 0.5268  0.281
H -2.4819 -3.6975 1.3285  0.309
H 2.3608 -0.2942 3.3846  1.269
H 2.7510 2.4696 3.7296  0.634
H 1.8957 4.5666 2.3025  0.571
H 0.6787 2.7977 -1.8396  -0.662
H 0.2693 4.4596 -2.1736  0.706
H -0.9557 3.4044 -1.5197  -0.026
H 2.5518 4.7570 -0.7445  0.205
H 1.9383 5.6720 0.6294  0.422
H 1.2581 5.9309 -0.9636  0.564
H -1.4328 4.1126 0.8667  0.080
H -1.0377 5.5684 -0.0513  0.436
H -0.3150 5.3070 1.5384  0.451
C -3.8317 2.1044 -5.9529  -1.270
Ge -2.2436 2.6440 -4.9644  0.710
C -0.6629 2.6980 -6.1100  -1.316
C -2.4920 4.3668 -4.0880  -1.114
C -2.0634 1.2910 -3.4935  -0.546
Se -0.2800 0.6140 -3.1432  0.631
C -0.2408 -0.5677 -4.6890  -1.166
H -4.0061 2.7806 -6.7906  0.397
H -4.7146 2.1241 -5.3127  0.375
H -3.7153 1.0955 -6.3520  0.388
H -0.5731 3.7038 -6.5229  0.441
H -0.7455 2.0048 -6.9483  0.366
H 0.2557 2.4874 -5.5597  0.333
H -2.8567 5.0932 -4.8155  0.442
H -1.5525 4.7428 -3.6795  0.298
H -3.2235 4.3000 -3.2809  0.310
H -2.7038 0.4264 -3.6822  0.723
H -2.4136 1.7688 -2.5805  -0.419
H -0.2668 0.0732 -5.5646  0.373
H -1.1005 -1.2279 -4.6877  0.353
H 0.6876 -1.1367 -4.6914  0.337
S -3.5871 2.6805 -0.1155  -0.134
C -2.2334 1.9077 -0.2237  0.462
N -1.1960 1.3151 -0.3067  0.173

Forces on the atoms, in the same order (eV/Å):
-0.42 -0.10 0.36
-0.12 0.02 0.04
0.11 -0.03 0.15
0.14 0.18 -0.18
-0.04 0.01 0.05
-0.05 -0.01 0.00
0.01 0.00 0.04
0.02 -0.03 -0.04
-0.06 0.02 -0.01
-0.04 -0.04 -0.01
-0.04 0.05 -0.03
-0.01 0.02 -0.05
-0.05 -0.01 0.00
-0.08 -0.06 0.05
-0.09 0.02 0.03
-0.02 0.01 0.00
0.04 0.01 0.02
0.03 -0.01 -0.03
0.00 0.01 -0.01
0.00 -0.01 -0.01
0.05 0.06 -0.01
-0.02 0.06 0.04
-0.11 0.01 0.07
0.26 0.00 -0.13
-0.01 0.01 0.07
0.00 -0.12 -0.31
0.00 -0.04 0.00
0.00 -0.02 0.00
0.05 0.02 -0.03
0.01 -0.01 -0.02
0.01 0.01 -0.02
0.02 -0.01 -0.02
0.00 0.00 -0.05
0.01 0.00 0.00
-0.03 -0.05 0.01
0.05 0.03 0.07
-0.01 -0.02 0.06
0.04 0.02 -0.02
-0.05 0.02 -0.03
0.00 -0.03 0.04
0.01 -0.09 0.06
-0.02 0.02 0.02
-0.01 -0.02 0.01
-0.08 0.12 -0.02
0.32 -0.20 0.19
0.00 -0.16 -0.16
0.09 0.09 -0.16
0.12 0.00 -0.01
0.07 0.05 -0.08
0.09 0.03 0.02
-0.15 0.19 0.11
-0.06 -0.01 0.01
0.02 0.06 0.03
-0.01 -0.01 0.03
-0.02 -0.02 0.01
-0.02 0.00 0.00
0.07 -0.04 -0.05
0.05 0.03 0.10
0.02 -0.03 -0.04
-0.04 0.00 0.01
-0.02 -0.01 0.00
-0.01 0.02 -0.02
0.00 0.01 0.00
0.00 0.01 0.00
0.02 0.02 0.00
0.00 0.05 0.00
0.00 0.02 -0.01
0.02 -0.01 0.01
-0.01 -0.01 -0.02
0.01 0.02 0.00
-0.02 -0.02 0.03
0.03 -0.02 0.02
0.07 -0.01 0.04
-0.02 0.01 -0.03
0.01 -0.03 0.00
0.01 -0.04 -0.01
0.01 -0.02 0.03
0.08 0.04 -0.02
0.00 -0.05 -0.02
-0.01 -0.01 -0.01
0.01 -0.01 0.02
0.06 0.07 0.02
0.00 -0.02 0.02
0.01 -0.01 -0.02
-0.02 0.00 -0.02
-0.01 0.01 -0.04
0.02 -0.01 -0.02
0.02 0.05 0.02
-0.05 -0.11 0.01
-0.18 0.06 0.11
0.19 0.01 0.05
0.01 -0.01 0.02
0.01 0.00 -0.01
0.00 0.02 0.00
-0.01 -0.02 -0.01
0.01 0.00 0.03
-0.01 0.01 0.01
0.01 0.00 0.02
-0.05 -0.03 -0.02
0.01 -0.01 -0.01
0.00 0.02 0.00
0.03 -0.05 -0.06
0.02 0.04 -0.05
-0.04 -0.03 0.00
-0.02 -0.01 0.05
-0.03 -0.06 -0.06
0.04 -0.08 0.15
-0.24 0.23 -0.34

***

Formula: C41H51CoN6PTe
Source: the Open Molecules 2025 dataset
Level of theory: wB97M-V/def2-TZVPD

Summary:
Multiplicity: 5
Orbital gap (spin up / spin down): 7.133 / 4.730 eV
Total charge: +3

Each line ends with the Mulliken spin population.
Cartesian coordinates (Å):
Co 0.6634 0.1510 0.1606  2.683
C -0.7538 2.1249 3.6095  0.009
N -0.7198 3.0167 2.4461  0.021
C -1.0785 4.4097 2.7520  0.001
C -0.5618 2.5671 1.1988  -0.071
N -0.8145 1.2479 0.8782  0.117
C -2.0046 0.6750 1.2930  0.158
C -3.1106 1.5480 1.4888  0.080
C -4.3296 1.1294 1.9580  0.020
C -4.5246 -0.2231 2.2004  0.214
C -3.5222 -1.1515 1.8836  -0.095
C -3.8751 -2.5062 2.0053  0.219
C -3.0090 -3.5005 1.5710  0.017
C -1.7611 -3.1410 1.1336  0.081
C -1.2928 -1.7987 1.1276  0.162
N 0.0243 -1.6119 0.7594  0.107
C 0.9152 -2.6281 1.0488  -0.064
N 1.7634 -3.0352 0.1110  0.010
C 1.5112 -2.7451 -1.3085  0.032
C 3.1002 -3.5794 0.4058  0.001
N 0.9452 -3.1813 2.2625  0.030
C 0.3942 -2.5191 3.4529  0.007
C 1.3772 -4.5679 2.4998  0.001
C -2.2210 -0.7407 1.4186  0.052
N -0.1142 3.3910 0.2536  0.002
C 0.8064 4.5157 0.5102  0.004
C -0.3497 3.1186 -1.1731  0.072
H -1.7740 1.9841 3.9708  0.001
H -0.1703 2.5786 4.4112  0.000
H -0.3302 1.1530 3.3654  -0.005
H -1.9590 4.3987 3.3951  0.002
H -1.3217 4.9587 1.8479  0.000
H -0.2794 4.9233 3.2867  0.001
H -2.9884 2.5942 1.2394  -0.004
H -5.1267 1.8454 2.1194  0.003
H -5.4720 -0.5868 2.5853  0.000
H -4.8531 -2.7563 2.4009  0.001
H -3.3112 -4.5414 1.5699  0.002
H -1.0950 -3.9152 0.7682  -0.005
H 0.4573 -2.8372 -1.5442  -0.001
H 2.0595 -3.4666 -1.9093  0.000
H 1.8642 -1.7438 -1.5880  -0.003
H 3.3600 -3.4326 1.4499  0.001
H 3.8238 -3.0412 -0.2022  0.000
H 3.1608 -4.6380 0.1528  0.000
H 0.3159 -1.4456 3.2979  -0.005
H 1.0679 -2.7057 4.2886  0.000
H -0.5887 -2.9172 3.7099  0.001
H 1.4616 -5.1155 1.5667  0.000
H 0.6200 -5.0541 3.1150  0.001
H 2.3257 -4.6053 3.0358  0.001
H 1.1288 4.5344 1.5455  -0.001
H 0.3391 5.4700 0.2649  0.001
H 1.6861 4.3875 -0.1255  0.000
H -1.2800 2.5828 -1.3143  -0.022
H 0.4651 2.5443 -1.6146  -0.006
H -0.4077 4.0729 -1.6939  0.000
C -2.8609 0.4922 -2.9868  0.001
Te -1.0172 -0.4491 -2.4354  0.024
C -0.3008 0.2999 -4.3112  0.002
C -1.5501 0.5337 -5.1295  0.002
C -1.4769 0.6552 -6.5138  0.000
C -2.6300 0.8537 -7.2557  0.000
C -3.8568 0.9439 -6.6207  0.000
C -3.9347 0.8375 -5.2414  0.001
C -2.7812 0.6283 -4.4913  0.001
H -2.9575 1.4566 -2.4855  -0.001
H -3.6857 -0.1416 -2.6686  0.000
H 0.3699 -0.4265 -4.7646  0.000
H 0.2554 1.2209 -4.1378  0.000
H -0.5162 0.5857 -7.0145  0.000
H -2.5712 0.9277 -8.3356  0.000
H -4.7582 1.0875 -7.2024  0.000
H -4.8980 0.9111 -4.7462  0.000
C 2.6780 2.0445 2.4116  -0.010
P 2.7464 0.8195 1.0550  0.173
C 3.8660 -0.4309 1.7590  -0.001
C 3.6124 -0.9296 3.0394  0.007
C 4.5198 -1.7871 3.6474  -0.002
C 5.6895 -2.1461 2.9833  0.003
C 5.9388 -1.6626 1.7064  -0.001
C 5.0246 -0.8158 1.0874  0.005
C 3.6911 1.6616 -0.2363  -0.130
C 4.8571 2.3725 0.0602  -0.007
C 5.5204 3.0594 -0.9445  0.002
C 5.0325 3.0405 -2.2483  0.001
C 3.8839 2.3251 -2.5556  0.013
C 3.2155 1.6399 -1.5487  0.036
H 3.6687 2.1204 2.8534  0.001
H 1.9766 1.7460 3.1903  -0.001
H 2.3881 3.0152 2.0148  0.002
H 2.7207 -0.6263 3.5803  0.001
H 4.3318 -2.1514 4.6512  0.000
H 6.4147 -2.7864 3.4729  0.000
H 6.8579 -1.9281 1.1935  0.000
H 5.2333 -0.4380 0.0917  0.001
H 5.2624 2.3758 1.0669  0.000
H 6.4229 3.6100 -0.7106  0.000
H 5.5571 3.5803 -3.0281  0.000
H 3.5176 2.3003 -3.5739  0.001
H 2.3273 1.0622 -1.7931  0.042

Forces on the atoms, in the same order (eV/Å):
-0.71 -0.04 -0.57
-0.03 0.06 -0.07
-0.06 -0.06 0.33
0.01 -0.03 0.08
-0.17 0.00 0.10
-0.04 -0.14 0.41
-0.01 0.23 -0.28
0.16 0.00 0.04
-0.05 -0.05 0.06
-0.12 0.08 0.00
-0.05 -0.04 0.00
0.00 -0.08 -0.03
-0.12 -0.02 0.08
0.11 -0.02 0.03
0.06 -0.11 -0.20
-0.05 0.13 0.43
-0.03 -0.13 0.07
0.23 0.23 -0.37
0.10 -0.07 0.20
-0.05 -0.03 -0.06
-0.08 -0.02 0.39
0.09 -0.09 -0.16
-0.07 0.08 0.08
0.05 0.01 -0.06
0.33 -0.01 -0.36
-0.11 -0.06 -0.11
0.06 0.16 0.16
-0.03 0.02 -0.04
0.01 0.01 -0.04
0.01 0.04 -0.04
-0.02 -0.05 0.00
0.00 -0.05 -0.02
0.02 -0.02 -0.02
0.05 0.01 0.04
0.03 -0.07 -0.03
0.10 0.06 -0.05
0.07 0.00 -0.07
0.01 0.09 0.01
-0.04 0.07 0.02
-0.08 0.00 0.05
0.03 -0.04 0.03
0.04 -0.03 0.05
-0.04 0.08 -0.03
-0.01 0.04 -0.04
-0.04 0.02 0.01
0.02 -0.01 -0.06
0.02 0.00 -0.03
-0.01 -0.03 -0.04
-0.03 0.04 -0.01
-0.04 0.03 0.00
0.00 0.02 -0.02
-0.09 -0.01 -0.02
-0.01 -0.05 0.00
-0.06 -0.03 -0.01
-0.08 -0.07 0.06
0.08 -0.02 0.02
-0.03 0.03 0.04
0.00 0.29 0.12
0.22 -0.22 -0.03
0.06 0.14 -0.01
0.10 -0.06 0.01
0.09 0.00 -0.02
0.18 0.01 -0.16
-0.19 0.03 0.08
-0.07 0.02 0.07
-0.06 -0.07 0.06
0.00 0.00 -0.03
0.05 -0.07 0.00
-0.05 -0.06 0.02
0.01 0.03 0.01
-0.08 -0.03 0.04
0.01 0.00 0.10
0.02 0.01 0.03
0.07 -0.04 -0.04
-0.17 -0.10 -0.02
0.73 0.20 -0.11
-0.08 -0.06 -0.05
0.00 -0.07 -0.01
-0.07 0.01 -0.01
0.01 -0.01 0.03
0.01 -0.02 -0.08
0.06 -0.01 -0.02
-0.15 0.04 -0.07
0.01 -0.01 -0.02
0.00 0.00 0.03
0.03 0.02 0.00
0.00 0.00 0.03
0.12 0.00 0.07
0.05 0.04 0.03
0.03 -0.02 -0.01
0.01 -0.07 0.01
0.05 0.00 0.01
0.02 0.03 -0.06
-0.06 0.04 -0.05
-0.12 0.01 0.05
0.02 0.00 0.09
-0.04 0.03 -0.05
-0.02 -0.02 -0.03
-0.03 -0.04 0.06
0.00 -0.01 0.02
-0.07 -0.01 -0.06

***

Respective ΔE to the lowest compared entry with this formula, charge and spin values: 8.4; 9.2 kcal/mol.
Respective electronic energy values: -269315.6020; -106471.3658 eV.